Entry 1:
Here is 5 unconnected molecules or ions with the total composition CH12N2O4 in a non-equilibrium geometry from the Open Molecules 2025 dataset. Energies are from wB97M-V/def2-TZVPD.

Values from the calculation:
relative energy (zero: lowest compared OMol25 entry of this formula, charge and spin) = 0.0000 eV
M = 116.12 g mol⁻¹
HOMO-LUMO gap = 10.041 eV
structure (SMILES) = [H]/N=C/N.O.O.O.O

Geometry (Å):
H1 -0.94352 2.06554 1.91190
N1 -0.88074 1.55806 1.05341
C1 0.29520 1.69937 0.54654
N2 0.67468 1.21506 -0.64433
H2 1.04853 2.25573 1.10414
H3 0.00112 0.68921 -1.19931
H4 1.64246 0.96650 -0.73507
O1 0.55831 -1.64939 0.83030
H5 0.40702 -2.45082 1.33582
H6 -0.28471 -1.22422 0.79910
O2 -1.27965 -0.61399 -2.13617
H7 -1.71087 -0.70763 -1.25730
H8 -0.97842 -1.49568 -2.34189
O3 -2.31709 -0.68711 0.48891
H9 -1.94978 0.21310 0.73027
H10 -3.27128 -0.59770 0.48136
O4 3.03225 -0.49146 -0.12219
H11 3.61361 -0.51779 0.63008
H12 2.22025 -0.95058 0.18115

=====

Entry 2:
Here is 4 unconnected molecules or ions with the total composition CH12NO3 in a non-equilibrium geometry from the Open Molecules 2025 dataset. Energies are from wB97M-V/def2-TZVPD.

Values from the calculation:
relative energy (zero: lowest compared OMol25 entry of this formula, charge and spin) = 0.5750 eV
M = 86.11 g mol⁻¹
HOMO-LUMO gap = 12.617 eV
charge = +1

Geometry (Å):
C1 0.88835 0.14105 1.42329
N1 0.43725 0.89301 0.15797
H1 1.39544 0.81689 2.08520
H2 1.47400 -0.70939 1.09032
H3 -0.02075 -0.23358 1.90189
H4 0.08597 1.80892 0.44229
H5 1.28116 1.11217 -0.35548
H6 -0.35951 0.33570 -0.22050
H7 -0.67944 -1.25581 -1.98665
H8 -0.97207 -1.81816 -0.57579
O1 -1.03896 -1.01169 -1.12519
H9 0.22048 -3.98971 -0.32095
H10 -1.18140 -4.05263 0.33729
O2 -0.47246 -3.44759 0.09040
H11 -0.43414 4.34090 -0.42066
H12 -0.44052 3.58092 -1.72407
O3 -0.18342 3.48897 -0.79935

=====

Entry 3:
Here is 4 unconnected molecules or ions with the total composition CH12NO3 in a non-equilibrium geometry from the Open Molecules 2025 dataset. Energies are from wB97M-V/def2-TZVPD.

Values from the calculation:
relative energy (zero: lowest compared OMol25 entry of this formula, charge and spin) = 1.0547 eV
M = 86.11 g mol⁻¹
HOMO-LUMO gap = 10.599 eV
charge = +1

Geometry (Å):
C1 1.37146 -1.43024 -0.62081
N1 -0.15304 -1.49408 -0.67341
H1 1.67080 -0.49940 -1.08896
H2 1.73755 -2.25215 -1.21934
H3 1.56843 -1.33897 0.43954
H4 -0.66388 -1.43013 -1.56423
H5 -0.38286 -2.46790 -0.46018
H6 -0.62107 -0.84870 -0.02988
H7 -1.19074 -0.80013 -4.01263
H8 -2.00801 -1.89724 -3.44444
O1 -1.29528 -1.30515 -3.19472
H9 1.81004 3.67486 3.70799
H10 0.82083 2.57717 3.58642
O2 1.08765 3.37016 3.15787
H11 -1.39780 1.42329 1.17340
H12 -1.10166 0.19893 1.92317
O3 -0.75614 0.71307 1.20311

=====

Entry 4:
Here is 4 unconnected molecules or ions with the total composition CH12NO3 from the Open Molecules 2025 dataset. Energies are from wB97M-V/def2-TZVPD.

Values from the calculation:
relative energy (zero: lowest compared OMol25 entry of this formula, charge and spin) = 0.0000 eV
M = 86.11 g mol⁻¹
HOMO-LUMO gap = 13.141 eV
charge = +1

Geometry (Å):
C1 -1.70527 0.02971 0.16216
N1 -0.21757 0.00359 0.04205
H1 -2.06779 -0.99486 0.18974
H2 -2.11145 0.54414 -0.69963
H3 -1.97389 0.54575 1.07844
H4 0.19259 -0.50281 0.84257
H5 0.06842 -0.45862 -0.83517
H6 0.15621 0.96604 0.03731
H7 1.44428 3.01816 -0.68212
H8 0.38870 3.43809 0.35671
O1 0.69875 2.69140 -0.16669
H9 0.05452 -1.09830 -3.29255
H10 0.97997 -2.05980 -2.54167
O2 0.39200 -1.30639 -2.41398
H11 0.97549 -2.28058 2.41585
H12 0.55586 -1.08468 3.29303
O3 0.54395 -1.41952 2.38956

=====

Entry 5:
Here is 5 unconnected molecules or ions with the total composition CH12O4S2 in a non-equilibrium geometry from the Open Molecules 2025 dataset. Energies are from wB97M-V/def2-TZVPD.

Values from the calculation:
relative energy (zero: lowest compared OMol25 entry of this formula, charge and spin) = 1.6561 eV
M = 152.24 g mol⁻¹
HOMO-LUMO gap = 8.766 eV
structure (SMILES) = CSS.O.O.O.O

Geometry (Å):
C1 0.52199 1.92759 -1.41140
S1 0.91069 0.77298 -2.78553
S2 -0.18773 -0.91964 -2.72353
H1 1.56112 2.50111 -1.26078
H2 -0.44417 2.53005 -1.48937
H3 0.46725 1.20698 -0.50309
H4 0.70684 -1.94759 -2.88372
O1 0.65781 -0.80274 1.25001
H5 0.03556 -0.66531 0.57092
H6 0.36079 -0.24932 1.93432
O2 -0.96206 2.29773 1.99307
H7 -0.48484 3.14177 2.01137
H8 -1.11602 2.13661 2.90586
O3 -2.17529 -0.36903 0.10422
H9 -2.51389 0.26856 -0.47453
H10 -2.58036 -1.13462 -0.23792
O4 1.50821 -3.85875 1.15799
H11 1.25355 -2.97145 0.75130
H12 2.48056 -3.86491 1.09081

=====

Entry 6:
Here is 5 unconnected molecules or ions with the total composition CH12O5 in a non-equilibrium geometry from the Open Molecules 2025 dataset. Energies are from wB97M-V/def2-TZVPD.

Values from the calculation:
relative energy (zero: lowest compared OMol25 entry of this formula, charge and spin) = 0.4564 eV
M = 104.10 g mol⁻¹
HOMO-LUMO gap = 11.504 eV
structure (SMILES) = CO.O.O.O.O

Geometry (Å):
C1 -2.79808 -1.64693 0.60399
O1 -2.28668 -0.78714 1.65095
H1 -2.80322 -1.06466 -0.32089
H2 -2.15703 -2.50695 0.48056
H3 -3.84532 -1.88155 0.79470
H4 -2.17932 0.08586 1.26497
O2 1.22399 -1.81203 -0.91971
H5 1.13959 -1.54999 0.01241
H6 2.00862 -2.36571 -1.03245
O3 4.24435 5.96158 -0.74629
H7 4.94342 5.39597 -1.09443
H8 3.45441 5.47063 -1.00347
O4 0.59848 -1.20105 1.72673
H9 -0.36066 -1.15630 1.88307
H10 0.89093 -0.29822 1.89633
O5 -0.83725 0.08581 -1.50689
H11 -0.02249 -0.43389 -1.38408
H12 -1.21376 -0.29544 -2.30550

=====

Entry 7:
Here is 2 unconnected molecules or ions with the total composition CH12PSi3 in a non-equilibrium geometry from the Open Molecules 2025 dataset. Energies are from wB97M-V/def2-TZVPD.

Values from the calculation:
relative energy (zero: lowest compared OMol25 entry of this formula, charge and spin) = 3.0107 eV
M = 139.34 g mol⁻¹
HOMO-LUMO gap (spin up / spin down) = 6.675 / 8.401 eV
charge = +1

Geometry (Å):
C1 1.89726 -0.81210 1.80822
Si1 -0.91497 1.91818 0.77430
Si2 -1.67613 -1.53268 -0.22484
Si3 0.91560 0.37567 -2.27425
P1 -0.21024 0.03812 -0.23417
H1 1.42764 -1.16105 2.77531
H2 2.10710 0.32111 1.93176
H3 2.33493 -1.38437 0.96684
H4 -1.48085 2.99075 -0.31035
H5 0.00486 2.56134 1.70098
H6 -2.06485 1.34210 1.45133
H7 -2.64297 -1.43241 -1.29269
H8 -1.17232 -3.02612 -0.26916
H9 -2.35121 -1.20355 1.09378
H10 0.45142 -0.24361 -3.55788
H11 2.00967 -0.43989 -1.76469
H12 1.36506 1.68852 -2.57449

=====

Entry 8:
Here is 6 unconnected molecules or ions with the total composition CH13NO6 in a non-equilibrium geometry from the Open Molecules 2025 dataset. Energies are from wB97M-V/def2-TZVPD.

Values from the calculation:
relative energy (zero: lowest compared OMol25 entry of this formula, charge and spin) = 1.9503 eV
M = 135.12 g mol⁻¹
HOMO-LUMO gap = 10.953 eV
structure (SMILES) = NC=O.O.O.O.O.O

Geometry (Å):
N1 1.88649 0.74192 -0.43481
C1 1.99167 1.03241 -1.75109
O1 1.24024 0.54739 -2.55318
H1 2.58138 0.77660 0.31070
H2 1.29689 0.00020 -0.08829
H3 2.78705 1.73211 -2.01921
O2 1.87031 0.47651 2.58980
H4 1.26862 1.22616 2.22114
H5 1.16241 0.18896 3.25881
O3 -3.22684 0.11922 0.84960
H6 -2.97079 0.30386 -0.07840
H7 -3.43287 -0.74772 0.93950
O4 -0.74378 -1.12119 -2.06128
H8 -0.44703 -0.43837 -1.50446
H9 -0.12255 -0.94705 -2.74969
O5 -1.81338 -2.99988 -0.53345
H10 -1.21151 -2.67683 -1.24226
H11 -1.16813 -3.25136 0.15661
O6 -0.01381 1.97861 1.74127
H12 -0.77957 1.35934 2.15889
H13 -0.15479 1.69913 0.78982

=====

In order of appearance, E_tot = -455.79602 -325.54465 -325.52702 -325.56578 -1142.58001 -421.47904 -1254.67067 -552.06639 Ha.